Here is a structure of composition C16H20N4 in a non-equilibrium geometry from OMol25. Energies are from the ωB97M-V functional and the def2-TZVPD basis.

Properties
Largest force on an atom in eV/A: 11.3
LUMO in Ha: 0.022
HOMO level in eV: -7.6
HOMO-LUMO gap in eV: 8.236

Geometry as ORCA input:
```
! wB97M-V def2-TZVPD RIJCOSX def2/J DEFGRID3
* xyz 0 1
H 35.54 38.67 15.88
C 35.73 33.75 20.36
C 33.01 34.31 17.39
H 39.02 35.94 14.25
H 36.37 31.39 17.89
N 35.78 33.24 19.04
C 36.69 32.87 21.21
H 35.89 33.51 15.83
H 29.33 36.24 12.23
N 38.19 36.71 16.33
H 32.57 36.21 15.35
C 34.09 35.45 17.53
C 30.67 35.79 13.88
C 37.95 36.52 14.97
H 37.43 37.96 18.08
H 30.30 34.87 14.24
C 37.18 31.74 20.24
C 36.33 37.96 15.86
N 30.15 36.49 12.81
C 37.38 37.60 16.96
H 32.11 34.29 17.80
C 33.71 33.35 16.53
H 36.31 37.29 13.53
H 36.09 35.80 16.97
N 35.27 35.11 16.94
H 37.84 30.93 20.74
H 30.82 38.09 11.58
C 32.14 37.58 13.37
H 33.36 32.34 16.43
H 32.89 38.28 13.50
C 31.91 36.53 14.37
C 36.49 32.05 18.90
H 34.19 36.21 18.20
H 36.76 33.06 22.16
C 36.70 37.22 14.53
C 35.03 33.96 16.23
H 38.92 36.35 16.89
C 30.95 37.56 12.46
H 35.27 34.76 20.50
H 35.37 33.68 18.32
*
```

***

Here is an isolated molecule of C16H20N4O7S in a non-equilibrium geometry from OMol25. Energies are from the ωB97M-V functional and the def2-TZVPD basis.

Properties
Largest force on an atom in eV/A: 1.7
LUMO in Ha: -0.039
HOMO level in eV: -8.7
HOMO-LUMO gap in eV: 7.600
SMILES: CCCC(=O)OCCNc1cc(SCCC(=O)OC)c2nonc2c1[N+](=O)[O-]

Geometry as ORCA input:
```
! wB97M-V def2-TZVPD RIJCOSX def2/J DEFGRID3
* xyz 0 1
C -2.67 0.24 -0.49
H -4.00 -0.70 0.82
N -1.22 -0.75 2.51
N -1.32 1.98 1.60
N 3.36 -0.81 1.80
C 2.22 1.24 0.92
C 2.34 -0.01 1.57
H 5.76 1.48 -0.16
H -2.60 3.51 1.14
C 4.86 0.87 -0.10
O 3.88 -2.17 -1.05
C 1.33 -1.46 -1.34
H -2.09 1.44 2.00
C 4.68 0.08 -1.39
C 0.99 1.85 0.94
H -1.15 2.07 -1.14
H 4.40 0.75 -2.21
C -0.10 -0.02 2.10
O -2.33 -0.18 2.56
H -4.45 -1.76 -2.74
H -0.93 3.81 0.63
O 2.40 -0.52 -1.42
H 1.53 -2.21 -0.58
H 4.90 0.22 0.77
S 3.53 2.10 0.15
O -3.06 1.52 -0.60
H -2.43 3.31 -1.32
H -2.64 -2.45 -0.37
H -4.73 -0.23 -0.72
C -3.58 -2.08 -0.79
C 3.63 -1.01 -1.26
H -3.34 -3.14 -2.66
C -3.84 -0.67 -0.27
O -1.51 -0.10 -0.54
H -4.38 -2.74 -0.44
H 0.91 2.81 0.47
C -0.17 1.28 1.54
H -2.70 -1.49 -2.67
C -1.71 3.05 0.72
C -3.51 -2.12 -2.31
N 1.56 -1.78 2.66
H 0.43 -0.90 -1.10
O 2.87 -1.86 2.46
H 5.63 -0.41 -1.64
C 1.17 -0.64 2.13
H 1.21 -1.96 -2.30
O -1.09 -1.93 2.78
C -2.04 2.51 -0.69
*
```

***

Here is the ion C16H20NO3 with charge +1 in a non-equilibrium geometry from OMol25. Energies are from the ωB97M-V functional and the def2-TZVPD basis.

Properties
Largest force on an atom in eV/A: 6.1
LUMO in Ha: -0.124
HOMO level in eV: -11.5
HOMO-LUMO gap in eV: 8.089
SMILES: COc1ccc(C(c2ccc(OC)cc2)[N@@H+](C)O)cc1

Geometry as ORCA input:
```
! wB97M-V def2-TZVPD RIJCOSX def2/J DEFGRID3
* xyz 1 1
C 2.88 1.28 -0.42
C -5.20 2.24 -0.68
H -1.37 -3.02 1.97
C 5.52 2.21 -0.71
N -0.07 -1.38 1.70
H -2.24 -2.60 -0.11
H -2.12 -1.49 2.50
H 5.21 2.61 0.29
H 6.62 2.29 -0.81
H -2.74 2.09 -1.50
H 4.44 -1.57 -1.18
C 1.38 -0.59 -0.06
H -0.52 1.20 -1.19
H 5.04 2.84 -1.51
H -0.09 -0.38 1.96
C 2.37 -1.42 -0.62
H 3.03 2.34 -0.32
C 0.02 -1.26 0.30
O -4.99 0.84 -0.75
H 2.21 -2.50 -0.71
C 3.93 0.42 -0.69
O 1.10 -2.34 2.08
C 3.62 -0.92 -0.91
H -4.61 2.71 0.14
H -4.47 -1.66 -0.55
H -1.14 -2.42 3.60
C -1.25 -2.13 2.53
C -2.65 1.07 -1.19
C -3.76 0.32 -0.85
C 1.63 0.79 -0.07
H 0.84 1.46 0.28
O 5.20 0.83 -0.88
H 1.75 -1.94 2.68
C -1.24 -0.67 -0.31
C -1.39 0.58 -0.94
H -4.90 2.72 -1.65
C -2.33 -1.54 -0.35
C -3.58 -1.06 -0.67
H -6.28 2.39 -0.51
H 0.10 -2.32 0.09
*
```

***

Here is a structure of composition C16H20NOOsS in a non-equilibrium geometry from OMol25. Energies are from the ωB97M-V functional and the def2-TZVPD basis.

Properties
Largest force on an atom in eV/A: 11.5
LUMO (spin up / spin down) in Ha: 0.091 / 0.043
HOMO level (spin up / spin down) in eV: -1.6 / -4.6
HOMO-LUMO gap (spin up / spin down) in eV: 4.082 / 5.740

Geometry as ORCA input:
```
! wB97M-V def2-TZVPD RIJCOSX def2/J DEFGRID3
* xyz -1 5
C -2.33 0.48 1.12
N 0.07 -0.20 4.05
H -1.75 2.10 2.57
H 2.19 -0.30 -1.45
H -2.48 -0.51 -0.88
C 0.05 -0.86 3.05
C 0.51 0.50 -4.41
H 1.40 2.62 1.73
C -1.76 1.69 1.53
H -2.13 -1.48 -3.83
C 2.04 0.12 -0.46
O 0.41 -2.22 -0.39
H 1.23 -2.07 -4.12
C 1.50 1.44 -0.21
H -0.24 -2.77 -4.13
C 2.53 -0.40 0.77
C -2.12 0.33 -0.25
C -1.79 -0.59 -4.35
H -2.88 -0.23 1.77
H -0.26 -3.25 -2.12
H 2.56 0.44 2.85
C -0.34 -0.68 -4.76
H 3.10 -1.32 0.86
H 1.28 2.17 -0.96
H 0.78 1.21 -5.19
C 0.50 -2.51 -1.60
C 1.62 1.68 1.23
C -1.17 2.26 0.41
S -0.02 -1.75 1.70
H -2.04 0.20 -3.61
C 2.26 0.54 1.81
H 1.46 0.23 -3.99
H 1.55 -2.59 -2.14
H -2.55 -0.45 -5.10
Os -0.35 0.46 0.73
H 0.11 1.16 -3.62
H -1.10 1.65 -1.74
C 0.19 -1.77 -4.06
H -0.62 3.24 0.40
C -1.40 1.44 -0.69
*
```

***

Here is a structure of composition C16H21Br31N4O3PS in a non-equilibrium geometry from OMol25. Energies are from the ωB97M-V functional and the def2-TZVPD basis.

Properties
Largest force on an atom in eV/A: 6.3
LUMO in Ha: -0.176
HOMO level in eV: -11.4
HOMO-LUMO gap in eV: 6.568

Geometry as ORCA input:
```
! wB97M-V def2-TZVPD RIJCOSX def2/J DEFGRID3
* xyz 1 1
Br -5.11 -3.21 3.69
Br -1.49 -3.73 4.61
N 1.31 0.05 0.63
C 2.06 0.64 1.55
Br -7.81 10.97 -6.10
C -7.50 4.66 -4.06
H -2.95 0.86 2.84
Br 2.29 2.44 5.86
S 3.25 1.55 2.23
C 5.75 -1.03 -2.21
C 3.27 -2.03 -1.68
Br 2.72 4.40 -7.43
Br -4.69 10.29 -5.81
C -2.03 0.52 2.37
H 2.62 -1.60 -2.52
Br -6.74 9.41 -3.50
Br -3.58 -7.78 4.45
H 0.90 1.48 7.69
C -6.50 9.73 -5.40
Br -9.33 4.54 -4.69
Br -6.43 5.86 -5.15
Br -0.86 4.62 -1.41
H 5.28 -3.19 -1.79
O 5.41 0.39 -2.27
Br -5.99 -7.60 6.57
C -2.64 5.38 -1.31
H 4.59 -2.59 -3.36
H 3.22 0.05 -0.90
Br 4.66 4.36 -4.86
H 0.69 -1.78 2.99
H -6.23 -4.76 2.11
H 3.48 6.26 -5.95
H 0.00 -2.83 1.77
H -2.58 6.40 -1.67
Br 1.12 -5.58 4.66
H 5.33 0.66 -1.32
C -5.59 -3.90 1.94
Br -1.56 1.83 1.02
Br 1.65 -5.72 0.44
Br -0.01 -4.34 7.40
O 3.50 -5.47 3.05
C -0.46 -5.01 5.64
Br 3.16 0.99 8.59
Br -3.88 4.44 -2.48
H -6.66 8.78 -5.90
Br -6.68 2.91 -3.90
H 4.12 -1.06 0.25
H -4.57 -5.81 5.60
C 4.01 5.40 -6.36
N 3.06 -2.96 1.68
Br -4.05 -4.56 0.95
Br -2.43 -1.21 1.59
Br -0.68 0.38 3.75
H 3.61 -3.26 0.86
C -4.33 -6.81 5.95
H 2.77 -3.02 -1.37
Br -3.30 5.46 0.51
C 3.22 -1.01 -0.45
H -1.08 -5.89 5.78
Br 5.46 6.08 -7.45
C 5.30 -0.27 -6.16
N 0.79 -2.26 2.08
N 1.89 -1.17 0.23
Br -6.61 -2.61 0.92
H -7.54 5.08 -3.06
O 6.98 -1.32 -2.11
P 2.30 -4.51 2.27
Br 4.96 -0.72 -4.30
Br -3.05 -6.61 7.40
C 1.81 1.13 7.21
Br 7.11 0.39 -6.42
H 4.01 -5.91 2.33
C 1.93 -2.12 1.32
H 5.22 -1.19 -6.73
Br 1.41 -0.60 6.43
Br 3.98 0.96 -6.86
C 4.74 -2.30 -2.27
*
```